# 1
C3H3N3O4 | ωB97M-V/def2-TZVPD

The geometry in XYZ format:
```
13
C3H3N3O4 ωB97M-V/def2-TZVPD
O -1.3833 -1.4463 -1.1397
C -0.3385 -1.1405 -0.5920
N 0.7863 -0.6186 -1.2736
C 1.7194 -0.3085 -0.3177
N 1.2603 -0.5289 0.8818
O 1.7416 -0.3238 2.0017
O -0.0511 -1.0911 0.7642
H 0.8775 -0.6288 -2.2894
H 2.6823 0.2355 -0.4053
N -2.2980 1.1397 0.9232
C -1.4040 1.5520 0.3133
O -0.4012 1.6547 -0.2694
H -3.1911 1.5045 1.4029
```

Values from the calculation:
Multiplicity: 1
Molecular weight (g mol⁻¹): 145.07
Charge: 0
SMILES: O=c1[nH]c[n+]([O-])o1.N=C=O
Max |F| (eV/A): 7.24
E (Eh): -581.24092

---

# 2
C5H9O3Rb | ωB97M-V/def2-TZVPD

The geometry in XYZ format:
```
18
C5H9O3Rb ωB97M-V/def2-TZVPD
O -1.4572 1.8144 0.4964
C -1.8171 0.9192 -0.2642
C -1.5595 -0.5385 -0.0304
H 1.9727 -0.1385 -1.9685
H -2.5374 -1.0287 0.1098
H -1.1878 -0.9426 -0.9873
O 2.1322 1.6122 -0.4283
C 1.6196 0.4997 -1.0205
C 1.4995 -0.6516 -0.0114
O 0.6426 -0.2989 1.0765
C -0.6345 -0.9020 1.1232
Rb 0.9455 2.6299 1.5947
H 0.7488 0.8280 -1.6475
H 2.4888 -0.9032 0.4031
H 1.1265 -1.5682 -0.5005
H -1.0891 -0.5794 2.0699
H -0.5269 -1.9989 1.1578
H -2.3668 1.2470 -1.1729
```

Values from the calculation:
Multiplicity: 1
Molecular weight (g mol⁻¹): 202.59
Charge: 0
Max |F| (eV/A): 2.24
E (Eh): -445.64631

---

# 3
C40H30Cl4N8O3PRh | ωB97M-V/def2-TZVPD

The geometry in XYZ format:
```
87
C40H30Cl4N8O3PRh ωB97M-V/def2-TZVPD
Rh -1.5388 -0.1990 -0.3316
Cl 0.9145 -0.1201 -0.3326
C 1.2882 -0.5292 1.3482
C 2.5489 -1.0107 1.6269
C 2.8232 -1.3844 2.9395
C 1.8506 -1.2871 3.9247
C 0.5863 -0.8030 3.6133
C 0.2938 -0.4078 2.3103
P -1.3139 0.2583 1.8478
C -1.2858 2.0093 2.1926
C -2.4403 2.7469 1.9109
C -2.4401 4.1150 2.1113
C -1.2937 4.7480 2.5859
C -0.1512 4.0156 2.8733
C -0.1425 2.6398 2.6797
C -2.5886 -0.4971 2.8437
C -3.0693 -1.7732 2.5395
C -4.0172 -2.3603 3.3571
C -4.4923 -1.6807 4.4732
C -4.0225 -0.4109 4.7742
C -3.0727 0.1879 3.9612
H 3.2935 -1.1170 0.8486
H 3.8053 -1.7676 3.1817
H 2.0741 -1.5923 4.9376
H -0.1800 -0.7359 4.3762
H -3.3276 2.2504 1.5328
H -3.3309 4.6915 1.9014
H -1.2992 5.8185 2.7428
H 0.7302 4.5101 3.2585
H 0.7477 2.0692 2.9137
H -2.7360 -2.2926 1.6521
H -4.3978 -3.3443 3.1191
H -5.2382 -2.1425 5.1061
H -4.3972 0.1180 5.6397
H -2.7106 1.1789 4.2008
C 0.5541 4.3793 -2.1935
N -0.5420 3.5037 -1.7668
C -0.5108 2.6051 -0.8007
N -1.5091 1.7394 -0.9796
C -2.1495 2.2103 -2.1021
N -1.5733 3.2663 -2.6004
C 1.4214 3.6658 -3.2104
C 1.6458 4.2406 -4.4531
C 2.4534 3.6014 -5.3856
C 3.0289 2.3787 -5.0906
C 2.7965 1.7875 -3.8499
C 2.0004 2.4365 -2.9135
C 3.4558 0.5137 -3.5463
N 4.5561 0.0724 -4.0420
N 4.8126 -1.1410 -3.4244
C 3.8494 -1.3468 -2.6015
O 2.9320 -0.3366 -2.6164
C 3.7276 -2.4660 -1.6549
C 4.8996 -2.9264 -1.0584
C 4.8473 -3.9757 -0.1545
C 3.6322 -4.5673 0.1565
C 2.4596 -4.1308 -0.4510
C 1.1709 -4.8674 -0.1307
N 0.0056 -4.0097 -0.3256
C -0.3925 -2.9994 0.4294
N -1.2717 -2.2674 -0.2529
C -1.3947 -2.9407 -1.4475
N -0.6225 -3.9877 -1.5181
C 2.5091 -3.0773 -1.3596
H 1.1112 4.6576 -1.2983
H 0.1087 5.2747 -2.6192
H 0.2280 2.5894 -0.0190
H -3.0138 1.7503 -2.5434
H 1.1900 5.1919 -4.6979
H 2.6264 4.0587 -6.3498
H 3.6589 1.8714 -5.8083
H 1.8608 1.9850 -1.9377
H 5.8408 -2.4592 -1.3152
H 5.7568 -4.3356 0.3071
H 3.5994 -5.3875 0.8642
H 1.1731 -5.2202 0.8998
H 1.0238 -5.7249 -0.7857
H -0.0143 -2.8039 1.4179
H -2.0425 -2.6251 -2.2468
H 1.6151 -2.7483 -1.8761
Cl -6.2466 -1.1925 -0.4602
C -5.2925 -0.5206 -1.7715
Cl -5.5212 -1.4386 -3.2462
Cl -5.7087 1.1919 -2.0288
C -3.8051 -0.4923 -1.3995
O -2.9009 -0.5663 -2.2419
O -3.5095 -0.3181 -0.1595
```

Values from the calculation:
Multiplicity: 1
Molecular weight (g mol⁻¹): 946.42
Charge: +2
Max |F| (eV/A): 0.36
E (Eh): -4498.29336

---

# 4
C74H66F3N2O6P2S2Sb2Ti | ωB97M-V/def2-TZVPD

The geometry in XYZ format:
```
158
C74H66F3N2O6P2S2Sb2Ti ωB97M-V/def2-TZVPD
Ti 0.4750 -0.8894 1.2484
O -0.2502 0.3848 -0.2159
S -1.5380 0.1002 -0.9544
C -1.9700 1.5000 -2.0468
C -2.4177 2.7208 -1.5901
C -3.1924 3.5932 -2.3740
C -3.5633 3.1915 -3.6304
C -4.4576 3.7836 -4.6780
C -4.3202 2.8468 -5.9073
C -3.3996 1.7500 -5.4615
C -2.8885 0.6509 -6.1023
C -1.9636 -0.1563 -5.4197
C -1.5890 0.0756 -4.1094
P -0.1335 -0.7340 -3.3226
C 1.1649 -0.1675 -4.4915
C 2.3705 -0.8629 -4.5708
C 3.4239 -0.3635 -5.3137
C 3.2984 0.8508 -5.9687
C 2.1082 1.5536 -5.8896
C 1.0522 1.0551 -5.1478
C -0.5006 -2.4485 -3.8610
C -1.4688 -3.1001 -3.0991
C -1.8102 -4.4114 -3.3664
C -1.1735 -5.0909 -4.3918
C -0.2239 -4.4445 -5.1641
C 0.1105 -3.1258 -4.9074
C -2.1749 1.1511 -3.4034
C -3.0201 1.9977 -4.1330
C -2.9298 0.5152 0.1428
C -4.0888 -0.0676 -0.3255
C -5.3687 0.3298 0.0876
C -5.4665 1.4296 0.8975
C -6.6445 2.2044 1.4002
C -6.0360 3.4363 2.1109
C -4.5560 3.2405 2.0320
C -3.4985 4.0158 2.4224
C -2.2072 3.4753 2.3282
C -1.9336 2.2362 1.7773
P -0.3351 1.4020 2.1856
C -0.3686 1.4083 4.0258
C -0.2477 0.1417 4.6019
C -0.1929 -0.0095 5.9765
C -0.3012 1.0988 6.7993
C -0.4610 2.3555 6.2391
C -0.4789 2.5160 4.8650
C 0.8001 2.7538 1.7150
C 1.6222 3.3810 2.6432
C 2.3883 4.4729 2.2729
C 2.3584 4.9397 0.9697
C 1.5964 4.2760 0.0201
C 0.8228 3.1900 0.3896
C -2.9878 1.5535 1.1069
C -4.2854 2.0411 1.3526
H -2.2065 3.0177 -0.5756
H -3.5208 4.5282 -1.9485
H -5.4870 3.8076 -4.3138
H -4.1709 4.8106 -4.9093
H -5.2893 2.4437 -6.2051
H -3.9031 3.3735 -6.7677
H -3.1479 0.4158 -7.1239
H -1.5040 -0.9732 -5.9561
H 2.4823 -1.8025 -4.0506
H 4.3525 -0.9115 -5.3710
H 4.1327 1.2532 -6.5208
H 2.0067 2.5008 -6.4004
H 0.1326 1.6181 -5.0814
H -1.9487 -2.5542 -2.2948
H -2.5670 -4.9121 -2.7799
H -1.4202 -6.1214 -4.5891
H 0.2561 -4.9655 -5.9784
H 0.8341 -2.6244 -5.5337
H -3.9954 -0.8390 -1.0806
H -6.2393 -0.1898 -0.2804
H -7.3150 2.4866 0.5852
H -7.2109 1.5834 2.0978
H -6.3244 4.3641 1.6180
H -6.3630 3.5093 3.1481
H -3.6384 4.9977 2.8419
H -1.3856 4.0625 2.7095
H -0.1462 -0.7417 3.9642
H -0.0418 -0.9936 6.3919
H -0.2490 0.9929 7.8722
H -0.5559 3.2253 6.8721
H -0.5648 3.5142 4.4648
H 1.6621 3.0177 3.6568
H 3.0083 4.9592 3.0111
H 2.9433 5.8049 0.6963
H 1.5970 4.6060 -1.0106
H 0.2330 2.6808 -0.3607
C 3.7029 1.8161 -2.3509
Sb 3.7761 1.0339 -0.3038
C 4.8637 2.7908 0.3791
C 5.6519 -0.1640 -0.8036
C 6.3309 -0.6463 0.3897
C 7.3783 0.1012 0.9147
C 8.0150 -0.2398 2.0908
C 7.6292 -1.3896 2.7861
C 6.6279 -2.1728 2.2904
C 5.9324 -1.8414 1.0867
C 4.9357 -2.6862 0.6436
Sb 2.0465 -3.9252 2.0093
C 3.2072 -3.8419 3.8286
C 0.4760 -5.0319 3.0750
H 2.8344 2.4576 -2.4612
H 3.6246 1.0152 -3.0762
H 4.5941 2.3925 -2.5635
H 5.9230 2.5642 0.4050
H 4.5440 3.0706 1.3755
H 4.6724 3.6105 -0.3039
H 6.2577 0.5522 -1.3445
H 5.3049 -0.9408 -1.4773
H 7.7070 0.9790 0.3788
H 8.8123 0.3783 2.4725
H 8.1363 -1.6629 3.6996
H 6.3302 -3.0685 2.8193
H 4.8174 -3.6537 1.1155
H 4.3819 -2.5090 -0.2624
H 3.5398 -4.8486 4.0615
H 2.5793 -3.4515 4.6260
H 4.0664 -3.1918 3.7006
H 0.9656 -5.7036 3.7790
H -0.1674 -5.5980 2.4037
H -0.1026 -4.2810 3.6143
O -7.5106 -2.2443 3.3670
C -6.5940 -1.2645 3.4344
O -6.8845 -0.1815 3.8715
C -5.2391 -1.5709 2.9095
C -4.1711 -0.7710 3.3204
C -2.9209 -0.9298 2.7764
C -2.6695 -1.8849 1.7744
C -3.7543 -2.6957 1.3837
C -5.0026 -2.5465 1.9427
N -1.4295 -1.9277 1.1628
C -1.1079 -3.0448 0.4931
C 0.0288 -3.1459 -0.3185
C 0.3503 -4.3433 -1.0146
C 1.4729 -4.3997 -1.7913
C 2.2735 -3.2502 -1.8977
C 1.9015 -2.1095 -1.2164
N 0.8313 -2.0406 -0.4271
H -7.1316 -3.0774 3.0578
H -4.3607 -0.0219 4.0745
H -2.1167 -0.2916 3.1122
H -3.6433 -3.4137 0.5880
H -5.8082 -3.1655 1.5690
H -1.7373 -3.9263 0.5767
H -0.3084 -5.1920 -0.9216
H 1.7305 -5.2930 -2.3384
H 3.1672 -3.2616 -2.4989
H 2.4684 -1.1867 -1.3287
F 4.9150 0.7440 2.3925
C 4.0839 0.2387 3.3366
F 4.8745 -0.3638 4.2396
F 3.5038 1.2950 3.9212
S 2.7150 -1.0390 2.8006
O 2.0936 -1.0128 4.1037
O 2.0095 -0.0548 1.8025
O 0.9758 -2.2337 2.1757
```

Values from the calculation:
Multiplicity: 3
Molecular weight (g mol⁻¹): 1553.81
⟨S²⟩: 2.06
Charge: +1
Max |F| (eV/A): 4.02
E (Eh): -6528.89367